# C3H21N3O7

A cluster of 7 separate species, C3H21N3O7 in total (ωB97M-V/def2-TZVPD, OMol25).

```
34
Properties=species:S:1:pos:R:3:mulliken_charge:R:1
C -0.32554 0.59395 -2.18541 -1.45
N -0.09366 -0.76309 -1.70645 0.07
C 0.86802 -1.62335 -2.15807 0.53
N 1.84982 -1.04319 -2.93159 -0.50
O 0.91306 -2.77928 -1.76175 -0.74
C 0.28218 1.61757 -1.20080 0.15
N -0.67186 2.70117 -1.00616 -0.56
H -1.39869 0.75424 -2.27245 0.52
H 0.02510 0.71888 -3.19933 0.50
H -0.89763 -1.21001 -1.29667 0.22
H 2.65891 -1.63182 -3.04218 0.29
H 2.11952 -0.09292 -2.71302 0.21
H 0.58746 1.01195 -0.34893 0.09
H 1.28785 1.94455 -1.50950 0.33
H -0.48354 3.23353 -0.15891 0.19
H -0.58079 3.37918 -1.75331 0.24
H -2.95059 0.75578 0.86694 0.28
H -1.97805 0.26789 -0.20492 0.35
O -2.84093 0.08649 0.17642 -0.65
H -0.07496 -0.34566 3.00195 0.29
H -1.48802 -0.25444 2.74618 0.28
O -0.70856 0.33017 2.71827 -0.54
H 1.47384 2.45358 2.70061 0.30
H 0.10297 2.96256 2.05973 0.30
O 1.04411 3.10805 2.14871 -0.62
H 1.63372 -0.73661 1.06514 0.25
H 3.04791 -0.32612 1.10878 0.28
O 2.22558 -0.07730 0.66911 -0.61
H 0.83273 -2.65130 0.31412 0.36
H 1.66968 -3.53211 1.20667 0.30
O 1.06458 -2.78364 1.25303 -0.65
H -2.96025 -2.65974 2.02971 0.32
H -3.48852 -1.39768 2.67424 0.30
O -2.74546 -2.01127 2.70986 -0.64
```

Computed properties:
* maximum force: 1.57 eV Å⁻¹
* charge: 0
* HOMO energy: -9.43 eV
* lowest unoccupied orbital energy: 0.01395 Eh
* total energy: -817.8704 Ha
* SMILES: NCCNC(N)=O.O.O.O.O.O.O

=====

# C2H3NOS2

The molecule C2H3NOS2 (ωB97M-V/def2-TZVPD, OMol25).

```
9
Properties=species:S:1:pos:R:3:mulliken_charge:R:1
C 0.33255 0.92842 0.03783 0.11
C -2.36401 0.31342 -0.00223 0.14
H 1.59157 -1.33710 0.23919 0.06
H -0.20773 1.86709 0.08217 0.31
H -2.26251 1.41327 0.01030 0.24
N 1.57405 0.99397 -0.01870 -0.35
O -3.36053 -0.32655 -0.08568 -0.40
S 2.55411 -0.41045 -0.04437 -0.06
S -0.74578 -0.44828 0.06131 -0.06
```

Computed properties:
* maximum force: 1.68 eV Å⁻¹
* charge: 0
* HOMO energy: -9.28 eV
* lowest unoccupied orbital energy: 0.01482 Eh
* total energy: -1004.3325 Ha
* SMILES: O=CS/C=N\S

=====

# C30H48P2PmTe

A structure of composition C30H48P2PmTe (ωB97M-V/def2-TZVPD, OMol25).

```
82
Properties=species:S:1:pos:R:3:mulliken_charge:R:1
Pm -1.29105 1.49442 0.54224 1.13
C 0.22337 0.89876 2.89794 0.94
C 1.06702 1.23340 1.81274 0.75
C -0.34453 3.02442 2.16565 -0.29
C -0.69051 1.97691 3.09840 1.44
C 0.79412 2.57170 1.42425 0.01
C 0.53013 -0.26228 3.77912 -1.53
H 1.61113 -0.34453 3.98166 0.43
H 0.28020 -1.20192 3.26596 0.17
H 0.05524 -0.24901 4.77326 0.27
C -1.53002 2.12127 4.31643 -1.58
H -1.06106 1.57839 5.14827 0.29
H -2.55080 1.74189 4.19142 0.11
H -1.61671 3.16574 4.64402 0.44
C -1.01630 4.34515 2.02298 -1.15
H -1.29054 4.71493 3.01969 0.31
H -1.94060 4.34983 1.41897 0.25
H -0.34442 5.08311 1.55904 0.38
C 1.63531 3.28499 0.44791 -1.32
H 2.68669 3.31939 0.77177 0.31
H 1.28785 4.30674 0.28370 0.37
H 1.63820 2.74127 -0.50547 0.14
C 2.31149 0.51833 1.45400 -1.35
H 3.19657 1.14352 1.64455 0.31
H 2.34234 0.28197 0.38589 0.24
H 2.42795 -0.40352 2.03048 0.48
C 0.64734 -3.15114 0.33047 -0.58
C 1.85489 -3.49958 0.80376 -0.60
C 3.10547 -2.83210 0.30708 -0.29
C 3.41463 -2.96435 -1.25933 -1.18
C 3.29999 -1.73305 -2.10866 -0.13
C 2.22262 -0.92475 -2.02891 -0.34
C 0.99816 -1.19659 -1.17949 2.18
C 0.43359 -2.64501 -1.06762 -0.39
H 3.93759 -3.38595 0.77143 0.50
H 2.76790 -3.78261 -1.60844 0.41
H 3.14066 -1.75067 0.55045 -0.22
H 0.95081 -3.21440 -1.84988 0.53
H -0.22282 -3.00780 1.00084 0.23
H 1.99766 -4.21957 1.61664 0.44
H -0.65751 -2.64099 -1.28870 0.02
H 1.04833 -0.73392 -0.18208 -1.47
H 2.18499 0.06246 -2.51142 -0.04
H 0.15181 -0.61549 -1.61418 -0.85
H 4.39670 -3.42218 -1.45204 0.46
H 4.09456 -1.51458 -2.84054 0.40
P -0.74881 -0.79204 -3.63965 1.28
P -0.81326 2.33184 -3.35304 0.54
C -1.04683 0.13844 -5.23247 -1.19
C -1.51802 1.56355 -4.93869 -1.17
H -1.81270 -0.40037 -5.81955 0.56
H -0.11649 0.14173 -5.82973 0.45
H -1.26506 2.19242 -5.81377 0.55
H -2.61584 1.57819 -4.83383 0.47
C -1.40688 3.95125 -4.03697 -1.27
H -0.99314 4.80211 -3.49721 0.37
H -2.49551 3.98220 -3.92580 0.39
H -1.18318 4.07419 -5.10786 0.39
C 0.89453 2.41545 -4.11466 -1.24
H 0.87426 2.57928 -5.20574 0.47
H 1.46422 1.49721 -3.93228 0.22
H 1.46465 3.22984 -3.65570 0.46
C -2.34714 -1.70328 -3.56426 -1.65
H -2.56682 -1.94862 -2.51509 0.37
H -2.29975 -2.62549 -4.16476 0.39
H -3.14057 -1.04524 -3.94653 0.43
C 0.38620 -2.07081 -4.36499 -1.14
H 0.65108 -1.83426 -5.41482 0.50
H -0.05851 -3.08124 -4.31515 0.41
H 1.33797 -2.08157 -3.79544 0.10
Te -2.90136 -0.89298 1.71691 -0.09
C -2.52919 -1.49179 3.73586 0.27
C -3.25681 -0.76635 4.70552 -0.77
C -2.94577 -0.95678 6.06009 -0.48
C -2.16486 -2.05493 6.43397 -0.41
C -1.69655 -2.94893 5.46811 -0.66
C -1.70233 -2.57625 4.10455 -0.22
H -3.98547 -0.02823 4.36161 0.57
H -3.32369 -0.27201 6.81826 0.41
H -1.95383 -2.23797 7.48719 0.41
H -1.30193 -3.89929 5.81894 0.41
H -1.06104 -3.03189 3.34267 0.28
```

Computed properties:
* maximum force: 2.81 eV Å⁻¹
* charge: +1
* spin multiplicity: 5
* HOMO energy (spin up / spin down): -10.24 / -10.21 eV
* ⟨S²⟩: 6.03
* lowest unoccupied orbital energy (spin up / spin down): -0.14979 / -0.12801 Eh
* total energy: -2730.6239 Ha

=====

- Which value of charge does entry 2 give?
  0